Density functional theory data (ωB97M-V/def2-TZVPD) for a molecular structure, C51H60N8O4P3PbS2.

Computed properties:
Gap between HOMO and LUMO = 6.544 eV
ΔE to the lowest compared entry with this formula, charge and spin = 49.26 kJ/mol

```
! wB97M-V def2-TZVPD RIJCOSX def2/J DEFGRID3
* xyz -1 1
Pb -0.63 -0.33 -0.37
S 1.47 -2.75 0.33
S -1.30 -0.35 2.37
P 2.06 1.96 1.45
P 1.64 -0.10 -2.56
P -2.73 -2.36 -0.83
O -7.64 1.86 3.08
O -6.74 2.94 4.78
O -2.82 3.63 -1.15
O 1.27 1.05 0.60
N -1.87 1.50 -0.67
N 1.57 3.53 1.31
N 3.67 1.87 1.00
N -1.43 -0.81 -2.82
N 0.53 -5.19 0.35
N 0.78 -3.29 -2.66
N 2.08 1.58 3.10
N 0.67 -4.31 -1.73
C 3.87 -1.79 -2.48
C 0.12 3.77 1.24
C -3.31 -3.07 1.78
C -3.09 -0.23 -4.26
C -2.81 0.43 2.69
C -2.71 -3.96 -1.72
C -3.02 1.02 3.95
C 3.75 3.48 -2.44
C 1.49 1.44 5.35
C 1.42 0.02 4.78
C -5.26 -2.68 0.43
C 1.26 2.27 4.09
C -4.23 1.59 4.29
C -2.53 -4.00 -3.11
C 0.83 -4.10 -0.41
C 0.61 -0.04 -4.13
C 4.84 -1.11 -4.99
C 3.47 2.13 -2.57
C -5.30 1.58 3.39
C 3.69 -0.51 -4.51
C -2.79 -0.80 -3.04
C -5.10 1.00 2.13
C -3.73 -1.34 -1.99
C -1.86 0.15 -4.83
C 3.19 -0.85 -3.25
C -2.76 -5.17 -1.03
C -2.43 -6.40 -3.07
C -6.64 2.11 3.70
C -3.87 -2.76 0.54
C 4.74 2.44 1.80
C 2.13 0.14 3.42
C -6.06 -2.88 1.54
C -2.63 -6.38 -1.69
C -0.87 -0.20 -3.92
C 2.16 1.67 -2.52
C 5.51 -2.06 -4.22
C 4.09 0.54 0.50
C 5.99 1.83 1.19
C 1.41 3.95 -2.25
C -2.39 -5.21 -3.77
C 2.28 4.74 1.70
C 5.02 -2.39 -2.97
C 5.55 0.39 0.93
C 1.19 5.80 1.87
C -5.49 -3.17 2.78
C -2.36 2.55 -0.91
C 2.72 4.40 -2.29
C 0.02 5.27 1.04
C -3.88 0.46 1.78
C -4.11 -3.27 2.89
C 1.13 2.60 -2.35
H 0.20 2.26 3.84
H 6.86 1.89 1.84
H 4.29 1.43 -2.72
H 3.46 -0.27 0.89
H 4.66 2.16 2.86
H 6.14 -0.11 0.16
H 3.18 0.23 -5.11
H 0.90 5.87 2.92
H -2.92 -5.15 0.05
H 1.62 -0.46 2.66
H -2.24 -5.21 -4.84
H 5.54 -3.13 -2.37
H 0.10 2.25 -2.30
H -2.51 -3.07 -3.67
H 3.98 0.52 -0.58
H 4.78 3.82 -2.47
H 2.49 1.64 5.75
H -2.69 -7.31 -1.14
H -2.31 -7.35 -3.58
H -3.73 0.05 0.80
H 1.08 -3.68 -3.54
H 0.17 5.51 -0.02
H -0.12 -2.80 -2.78
H -3.66 -3.49 3.85
H 0.45 -5.00 1.34
H 6.22 2.33 0.24
H 0.38 -0.26 4.62
H 2.86 4.61 2.62
H -0.39 3.48 2.17
H -5.93 0.99 1.44
H 3.48 -2.04 -1.51
H -7.14 -2.80 1.45
H 0.99 -0.83 -4.78
H 2.98 5.02 0.89
H 1.59 3.31 4.20
H 2.94 5.46 -2.21
H -2.21 1.01 4.66
H -0.94 5.67 1.36
H 0.75 1.63 6.12
H 5.62 -0.19 1.85
H -5.72 -2.45 -0.52
H 0.59 4.65 -2.15
H -1.70 0.63 -5.78
H 5.22 -0.84 -5.97
H 1.90 -0.72 5.42
H -4.17 -0.51 -1.41
H -6.12 -3.30 3.65
H 0.10 -5.11 -1.99
H -5.86 3.12 5.13
H 4.74 3.53 1.73
H 1.52 6.78 1.54
H -0.32 3.19 0.43
H -4.53 -1.93 -2.43
H -4.34 2.01 5.28
H -0.09 -5.89 -0.02
H 3.17 -0.19 3.48
H -2.23 -3.10 1.88
H 6.41 -2.53 -4.60
H -4.08 -0.10 -4.68
H 0.79 0.91 -4.63
*
```

***

Density functional theory data (ωB97M-V/def2-TZVPD) for a molecular structure, C51H62Ge2N2O5S5Ti.

Computed properties:
Gap between HOMO and LUMO (alpha / beta) = 5.654 / 6.782 eV
ΔE to the lowest compared entry with this formula, charge and spin = 0.00 kJ/mol

```
! wB97M-V def2-TZVPD RIJCOSX def2/J DEFGRID3
* xyz -2 3
Ge 0.82 0.24 1.31
Ge -0.07 -0.13 -1.59
Ti -2.81 4.64 0.54
S 0.89 2.26 2.00
S -0.88 1.63 -2.52
S -4.83 4.12 2.92
S -1.07 -0.58 0.38
S 1.98 -0.06 -0.62
O -1.75 5.11 2.05
O -1.89 5.47 -1.07
O -1.52 2.94 0.25
O -4.02 5.39 3.66
O -3.70 3.47 -1.31
N -4.15 3.71 1.63
N -0.60 6.94 0.10
C 3.87 -0.97 2.08
C 2.78 -1.21 3.07
C 4.14 1.39 2.93
C 0.51 -1.22 3.87
C 1.03 0.78 -5.57
C -1.33 -2.40 -3.07
C 3.48 -3.31 1.23
C 7.34 -0.53 -0.43
C -1.82 6.49 -0.32
C -1.13 -4.13 -0.76
C -3.59 -1.66 -2.27
C 5.39 -1.87 0.44
C -1.04 -3.35 2.69
C 6.11 -0.68 0.42
C -5.09 -0.40 2.70
C 0.77 -1.70 -4.00
C 4.36 -0.75 -3.36
C 0.58 -2.59 -5.06
C -3.05 -1.86 2.84
C -0.96 -1.03 3.69
C -2.44 -2.43 -2.07
C -2.94 0.32 3.79
C -5.83 -2.89 0.55
C -1.70 -2.06 3.10
C -2.38 -3.33 -1.00
C 5.68 0.37 1.23
C 3.17 -1.47 -3.37
C -3.67 -0.66 3.12
C 4.27 -2.02 1.24
C -1.50 -3.28 -4.14
C -3.06 7.32 -0.12
C 0.95 -1.78 5.07
C 2.05 -0.93 -4.02
C 2.17 0.26 -4.74
C -3.68 -0.70 -3.43
C -0.87 1.18 4.90
C 4.57 0.24 2.07
C 2.29 -2.06 5.28
C -1.60 0.15 4.10
C -4.16 6.29 0.18
C -3.47 -3.45 -0.15
C -0.19 -1.59 -2.98
C 3.09 -2.79 -2.66
C -0.55 -3.38 -5.14
C 3.19 -1.78 4.27
C 4.46 0.48 -3.99
C 1.43 -0.90 2.85
C 3.37 0.96 -4.69
C -4.63 -2.70 -0.34
C -4.66 -1.79 -1.39
C 5.73 1.29 -3.89
H -0.60 -3.25 1.70
H 5.21 -1.15 -2.82
H -6.35 -3.82 0.32
H 4.89 2.18 2.91
H -3.14 5.42 3.23
H -0.68 0.81 5.92
H 3.99 1.07 3.96
H -0.32 -3.47 -0.43
H -1.29 -4.88 0.02
H -4.78 6.09 -0.70
H -2.91 8.01 0.72
H 4.25 -2.00 4.40
H 3.19 1.80 2.58
H 0.09 1.44 4.44
H -1.24 2.62 -0.64
H 1.36 1.60 -6.20
H -3.11 3.92 -1.93
H 1.35 -2.65 -5.83
H 4.08 -3.25 -2.59
H 0.22 1.14 -4.93
H -5.54 -1.18 -1.54
H 0.61 -0.01 -6.21
H 0.09 6.20 0.07
H 2.42 -3.49 -3.17
H -1.78 -4.15 2.65
H 7.40 -1.31 -1.19
H -4.67 -0.24 -3.46
H -5.11 0.36 1.91
H -2.39 -3.90 -4.17
H 2.62 -2.50 6.21
H -3.60 -2.64 2.33
H -3.35 2.56 -1.29
H -3.23 7.93 -1.02
H -0.25 -3.64 3.38
H -2.93 0.09 -3.34
H -0.80 -4.63 -1.67
H -0.64 7.35 1.03
H -5.70 -0.03 3.52
H -5.54 -2.93 1.61
H -4.81 6.60 0.99
H 5.69 -2.69 -0.21
H 2.71 -2.64 -1.65
H 7.36 0.43 -0.94
H 3.44 1.90 -5.22
H 5.71 2.13 -4.57
H -6.53 -2.07 0.43
H -0.69 -4.06 -5.97
H -3.42 -4.16 0.68
H -1.38 4.32 2.47
H -1.46 2.10 4.98
H -0.73 2.77 0.83
H 3.48 -3.78 2.21
H 3.89 -4.01 0.50
H 6.21 1.31 1.21
H 6.61 0.68 -4.11
H 0.21 -2.01 5.83
H -3.43 1.26 4.04
H 8.25 -0.59 0.18
H -3.51 -1.21 -4.38
H 5.85 1.69 -2.87
H 2.44 -3.10 0.96
H -5.55 -1.31 2.30
*
```

***

Density functional theory data (ωB97M-V/def2-TZVPD) for a single C51H62N4O8 molecule.

Computed properties:
Gap between HOMO and LUMO = 8.690 eV

```
! wB97M-V def2-TZVPD RIJCOSX def2/J DEFGRID3
* xyz 0 1
O -3.84 1.32 1.55
O -2.49 -0.08 3.34
O -3.43 -5.08 -2.28
O -3.72 1.24 -1.87
O -2.76 3.08 0.67
O 1.52 0.57 -0.68
O 4.44 2.28 2.01
O -3.88 -4.57 -0.14
N -4.03 -0.60 -0.63
N -3.24 -0.77 -2.81
N 3.52 0.38 1.21
N 2.08 2.69 -0.17
C -2.46 -2.79 1.73
C 3.50 1.67 1.54
C 2.33 -3.28 1.75
C -3.68 -5.93 0.24
C 1.58 2.13 -2.50
C 2.16 2.39 1.26
C -0.60 0.99 -3.15
C -1.99 8.12 -1.24
C -2.30 -6.42 2.29
C -3.65 0.03 -1.75
C 2.39 4.06 -0.54
C 0.99 0.77 2.83
C -1.23 -0.04 -4.08
C -1.18 -5.79 0.27
C 2.50 -3.42 4.50
C -1.25 -1.68 -0.01
C 0.92 1.03 -3.34
C -1.41 0.51 2.82
C -3.19 -2.87 -4.06
C -2.46 -2.13 0.50
C -1.48 1.49 1.81
C 1.18 4.98 -0.39
C -0.92 7.05 -1.42
C 6.43 1.23 -0.70
C 0.04 -5.87 0.92
C -1.08 -6.51 2.94
C 0.93 1.69 1.79
C 1.49 6.40 -0.86
C -0.31 2.06 1.31
C 0.34 7.38 -0.61
C -2.80 1.93 1.33
C -3.34 -2.15 -2.76
C 4.71 -0.43 1.26
C 1.71 1.73 -1.04
C 3.52 -3.66 2.35
C -3.63 -4.23 -1.42
C -0.07 -1.92 0.66
C -1.28 -3.03 2.39
C -3.60 -2.78 -1.59
C -0.06 -2.63 1.86
C 5.14 -0.90 -0.13
C 5.34 0.24 -1.12
C 1.21 -2.98 2.51
C -2.36 -6.07 0.95
C -3.99 3.57 0.15
C -0.15 0.19 3.34
C 3.61 -3.73 3.73
C 1.31 -3.06 3.90
C -2.76 -0.07 -3.99
C 0.09 -6.23 2.25
C -3.73 -1.98 -0.31
H -4.27 2.99 -0.73
H 2.59 2.31 -2.88
H -1.62 9.09 -1.57
H -2.88 7.87 -1.82
H -0.83 0.75 -2.11
H -1.23 -5.51 -0.77
H 2.38 6.76 -0.33
H 4.40 0.77 -1.25
H -3.14 0.95 -3.92
H -0.96 0.20 -5.11
H 6.60 1.95 -1.49
H -3.39 -3.13 2.15
H 4.38 -3.91 1.74
H -1.23 -1.15 -0.95
H -1.04 -6.79 3.98
H 0.87 5.01 0.65
H -4.57 -2.37 0.28
H 4.54 -4.02 4.20
H 2.71 0.01 0.71
H -4.27 0.00 0.15
H -0.10 -0.52 4.14
H -1.32 6.09 -1.11
H -4.51 -6.18 0.91
H -3.19 -0.53 -4.89
H 1.01 3.05 -2.59
H -2.27 8.20 -0.19
H 5.49 0.19 1.72
H -2.23 -2.66 -4.53
H 6.13 1.77 0.20
H 4.53 -1.30 1.90
H 0.35 4.58 -0.98
H 0.46 -2.82 4.52
H 1.14 1.21 -4.39
H -3.21 -6.64 2.83
H 1.34 0.07 -3.06
H -0.41 2.79 0.52
H 1.73 6.39 -1.93
H 0.85 -1.53 0.24
H -3.98 -2.57 -4.74
H -3.81 4.61 -0.12
H 1.05 -6.28 2.76
H 0.67 8.38 -0.87
H 4.38 -1.58 -0.52
H 3.20 4.40 0.10
H 2.24 3.35 1.78
H 2.57 -3.47 5.58
H 1.95 0.49 3.25
H -3.27 -3.94 -3.90
H 7.36 0.70 -0.50
H -1.30 -3.59 3.32
H -3.71 -6.55 -0.65
H -0.65 6.98 -2.48
H 2.76 4.09 -1.57
H 0.09 7.37 0.45
H 0.95 -5.65 0.38
H -3.28 0.23 2.85
H -4.77 3.50 0.91
H 5.61 -0.19 -2.09
H 2.27 -3.25 0.67
H 6.07 -1.47 -0.03
H -1.03 1.97 -3.37
H -0.83 -1.03 -3.85
*
```

***

The records above give, respectively, F_max values of 1.1, 1.5, 0.8 eV/A.